i:
Here is C5H5FOS in the gas phase from the Open Molecules 2025 dataset. Energies are from ωB97M-V/def2-TZVPD.

Each atom is followed by the atoms it is bonded to, with distances in Å.
CARTESIAN COORDINATES (ANGSTROEM)
1 C 1.22591 -0.38486 0.13151  C2 1.360, C5 1.518, F12 1.332
2 C 0.64590 -0.13581 1.33625  C1 1.360, C3 1.484, H6 1.119
3 C -0.81144 -0.18009 1.05949  C2 1.484, H7 1.112, O11 1.437, S13 1.833
4 C -0.56214 0.83891 -1.00108  C5 1.561, H8 1.101, H9 1.077, O11 1.409
5 C 0.19117 -0.52839 -0.96934  C1 1.518, C4 1.561, H10 1.049, S13 1.805
6 H 1.14157 -0.01978 2.33276  C2 1.119
7 H -1.44219 -0.25984 1.97202  C3 1.112
8 H -1.41947 0.90756 -1.68904  C4 1.101
9 H 0.10685 1.64457 -1.25451  C4 1.077
10 H 0.58175 -0.89774 -1.87047  C5 1.049
11 O -1.11594 0.99208 0.28569  C3 1.437, C4 1.409
12 F 2.51835 -0.44004 -0.18552  C1 1.332
13 S -1.06031 -1.53656 -0.14776  C3 1.833, C5 1.805

## Properties
* SMILES string: FC1=C[C@H]2OC[C@@H]1S2
* HOMO-LUMO gap: 9.4009 eV
* HOMO: -8.6729 eV

Table of natural (NBO) atomic charges, one value per atom, all in e: 0.436 -0.348 -0.065 -0.077 -0.453 0.245 0.236 0.200 0.187 0.252 -0.518 -0.307 0.213

=====

ii:
Here is C5H5FOS in the gas phase from the Open Molecules 2025 dataset. Energies are from ωB97M-V/def2-TZVPD.

Each atom is followed by the atoms it is bonded to, with distances in Å.
CARTESIAN COORDINATES (ANGSTROEM)
1 C -1.50588 -0.37898 -0.10124  C2 1.534, C5 1.534, H6 1.094, F12 1.369
2 C -0.16229 -1.06203 0.18612  C1 1.534, C3 1.540, H7 1.068, H8 1.117
3 C 0.48051 0.30843 0.46689  C2 1.540, C4 1.493, C5 1.553, H9 1.140
4 C 1.81485 0.68452 -0.08619  C3 1.493, H10 1.107, S13 1.608
5 C -0.74293 0.94306 -0.24967  C1 1.534, C3 1.553, O11 1.193
6 H -2.15965 -0.38036 0.77533  C1 1.094
7 H -0.17274 -1.80167 0.95598  C2 1.068
8 H 0.25570 -1.51057 -0.74795  C2 1.117
9 H 0.43888 0.59296 1.56963  C3 1.140
10 H 2.05993 1.75439 0.05551  C4 1.107
11 O -0.92757 1.97326 -0.82246  C5 1.193
12 F -2.22780 -0.82243 -1.17594  C1 1.369
13 S 2.84898 -0.30057 -0.82603  C4 1.608

## Properties
* SMILES string: O=C1[C@H](C=S)C[C@@H]1F
* HOMO-LUMO gap: 8.6007 eV
* HOMO: -9.1145 eV

Table of natural (NBO) atomic charges, one value per atom, all in e: 0.109 -0.438 -0.419 -0.251 0.585 0.185 0.227 0.246 0.259 0.211 -0.469 -0.331 0.086

=====

Which is most stable? The ranking, best first, is ii, i.